Entry 1:
Entry from OMol25: an isolated molecule of C18H15N5OS2 (wB97M-V/def2-TZVPD).

Geometry as ORCA input:
```
! RIJCOSX wB97M-V def2-TZVPD def2/J DEFGRID3
* xyz 0 1
S -1.80106 -2.21642 0.80723
S 1.11004 -2.17006 1.63665
O -3.85107 -2.72100 -3.86648
N -2.59192 0.44548 -1.65911
N 3.01301 -0.39610 2.39117
N -3.37592 -1.74040 -1.88516
N 0.86477 0.39313 1.78733
N -0.32092 -0.04871 1.39083
C -3.07268 -0.46000 -3.86513
C 1.74190 -0.53303 1.97788
C -2.29932 1.96865 -4.95846
C 3.08956 2.02791 2.72521
C -3.46953 -1.73572 -3.27479
C 3.81111 3.13587 3.12457
C -2.72954 0.93458 -5.78880
C 3.68115 0.76971 2.77187
C -2.92080 -0.84168 0.33426
C 5.87719 4.24343 4.01822
C 5.12269 3.02784 3.57396
C -2.64157 0.58419 -3.02485
C 4.99476 0.64783 3.21667
C 5.70221 1.76643 3.61197
C -2.95153 -0.67084 -1.14884
C -2.25385 1.80166 -3.59286
C -3.11229 -0.27198 -5.24736
C -0.38960 -1.32174 1.25746
H 2.07443 2.12278 2.37819
H -3.44789 -1.09111 -5.86535
H 3.54771 -1.24920 2.47173
H 6.93537 4.02444 4.13590
H -3.61642 -2.60972 -1.42143
H -3.90452 -1.11273 0.71885
H 5.46182 -0.32682 3.25333
H -2.54500 0.06142 0.81052
H 6.72033 1.65400 3.95545
H 3.34383 4.10897 3.08613
H 5.49130 4.59522 4.97517
H -1.99959 2.91076 -5.39362
H -1.92368 2.58981 -2.93536
H -2.76100 1.08250 -6.85769
H 5.76282 5.05071 3.29733
*
```

Results
- Relative energy (zero: lowest compared OMol25 entry of this formula, charge and spin): 0.7 kcal/mol
- SMILES: Cc1ccc(Nc2nnc(SCc3nc4ccccc4c(=O)[nH]3)s2)cc1
- LUMO level: 0.31 eV
- E_HOMO: -7.933 eV

Entry 2:
Entry from OMol25: a cluster of 2 separate species, C3H9O3 in total (wB97M-V/def2-TZVPD).

Geometry as ORCA input:
```
! RIJCOSX wB97M-V def2-TZVPD def2/J DEFGRID3
* xyz -1 1
O 2.71260 -1.11750 0.50550
O -1.00053 1.66870 -1.99123
O 0.31462 -1.54811 0.68404
C -1.16485 0.22951 -0.01013
C -0.28511 1.04793 -0.90900
C -0.35393 -0.43421 1.12524
H 0.51791 0.41923 -1.30542
H -1.95570 0.85647 0.40213
H 0.15930 1.88224 -0.36231
H 0.38528 0.33416 1.41510
H 1.60521 -1.31114 0.61193
H -1.24311 0.96748 -2.60910
H 3.06237 -1.79233 1.09443
H -1.65683 -0.56233 -0.57058
H -1.09724 -0.64010 1.91940
*
```

Results
- Relative energy (zero: lowest compared OMol25 entry of this formula, charge and spin): 4.6 kcal/mol
- LUMO level: 3.80 eV
- E_HOMO: -3.602 eV

Entry 3:
Entry from OMol25: a structure of composition C20H24AsB2Cl2F4N4NaO4S7 (wB97M-V/def2-TZVPD).

Geometry as ORCA input:
```
! RIJCOSX wB97M-V def2-TZVPD def2/J DEFGRID3
* xyz -2 1
As 1.84178 -3.92095 0.67811
Cl -0.80319 1.60436 -2.05166
Cl -3.66482 -2.56692 -4.16231
S 5.75843 3.54513 -5.70730
S 4.53685 3.95558 -3.05364
S 2.24930 0.41347 -2.45364
S 3.94583 1.51995 -4.53996
S 2.87774 3.25599 -0.77212
S 3.16370 -2.36084 0.22950
S -1.50435 -1.50915 -1.92065
Na 0.23453 0.82740 0.32794
F -3.06021 4.61025 0.65145
F 0.36497 -1.05760 4.28941
F -2.13784 3.67987 2.57597
F 2.14361 -2.22165 3.40922
O -2.82239 2.31418 0.75150
O -0.85574 3.91411 0.58737
O 0.27326 -1.82759 2.04988
O 1.93941 -0.00923 2.82777
N -2.07962 1.23055 1.08820
N 1.19279 1.04332 2.44721
N 0.10561 3.00087 0.95860
N -0.57014 -0.84734 1.58026
C -2.20907 -0.47815 -3.11043
C 2.74703 -5.52200 0.02722
C 1.26385 -4.66063 2.36451
C -3.15105 -0.89750 -4.09684
C -3.35412 1.29735 -5.06460
C 0.81895 3.28697 1.97790
C -4.05012 -0.10322 0.50231
C -1.79665 -1.10300 1.38905
C 1.75263 2.19218 2.42782
C 3.17078 2.50067 2.81753
C 0.72877 4.55287 2.77668
C -2.46420 -2.42824 1.57447
C 4.79582 3.02552 -4.50200
C -3.70841 -0.04466 -5.03756
C 0.27037 -3.97131 -0.42122
C 3.17696 1.59826 -2.95917
C -2.44495 1.76665 -4.13324
C -1.90740 0.90429 -3.19491
C 3.47021 2.86362 -2.20206
C -2.63891 0.08870 0.96554
B 1.16636 -1.25229 3.13965
B -2.20819 3.61784 1.15803
H 0.42074 4.31828 3.79872
H -3.78977 1.97033 -5.79511
H 0.78914 -5.60871 2.10913
H 3.20156 3.25651 3.60782
H 3.01455 -5.35350 -1.01372
H -4.07953 -0.80607 -0.33749
H -4.42800 -0.44169 -5.74676
H 1.70129 5.05623 2.80987
H -2.94813 -2.72747 0.64298
H 2.11095 -6.40881 0.11481
H 3.65450 1.59040 3.16725
H -0.17987 -4.96318 -0.35252
H -0.01388 5.20862 2.33271
H -3.22596 -2.36495 2.35814
H -1.72810 -3.17556 1.85964
H -4.44988 0.85591 0.18575
H 2.13164 -4.81806 2.99835
H 0.56739 -3.75911 -1.44365
H 3.65831 -5.66138 0.60665
H -2.15071 2.81135 -4.12038
H -0.43899 -3.21074 -0.10602
H -4.67668 -0.49803 1.30992
H 3.72889 2.89036 1.96234
H 0.57241 -3.98842 2.86180
*
```

Results
- Relative energy (zero: lowest compared OMol25 entry of this formula, charge and spin): 5.3 kcal/mol
- LUMO level: 1.71 eV
- E_HOMO: -2.174 eV

Entry 4:
Entry from OMol25: an isolated molecule of C2H2ClOPS2 (wB97M-V/def2-TZVPD).

Geometry as ORCA input:
```
! RIJCOSX wB97M-V def2-TZVPD def2/J DEFGRID3
* xyz 0 1
Cl 1.41404 0.82755 2.81513
S -2.94073 -0.54994 -0.31001
S 2.74208 1.14468 -0.06455
P 1.16252 1.47641 1.01758
O -0.18257 0.45663 0.57461
C -1.45105 -0.84873 -0.96739
C -0.28564 -0.34618 -0.49794
H -1.21585 -1.55710 -1.71800
H 0.75720 -0.60333 -0.84943
*
```

Results
- Relative energy (zero: lowest compared OMol25 entry of this formula, charge and spin): 61.4 kcal/mol
- LUMO level (spin up / spin down): -1.80 / -3.15 eV
- E_HOMO (spin up / spin down): -8.800 / -8.649 eV

Entry 5:
Entry from OMol25: a cluster of 10 separate species, C11H44N3O10 in total (wB97M-V/def2-TZVPD).

Geometry as ORCA input:
```
! RIJCOSX wB97M-V def2-TZVPD def2/J DEFGRID3
* xyz 1 1
O 0.26432 -3.23156 -0.57204
O 5.06679 2.82997 0.61818
O 0.76853 -0.55094 -3.17985
O 0.03016 -0.17198 -0.44318
O -3.01226 -3.49347 -0.13792
O 1.06786 -0.63243 4.46128
O -0.60812 0.80370 1.33853
O 0.34081 -1.14939 1.45361
O 2.76017 -2.39696 1.99230
O -3.43726 3.35333 1.49588
N 0.11988 -3.86875 2.15220
N -0.92306 3.24677 2.66984
N -0.08968 -0.15616 0.77580
C -3.65399 2.24350 0.50822
C -0.54711 -0.47694 -3.76488
C 4.04132 0.65959 0.23729
C 4.54677 2.20906 -1.64983
C -1.29378 -1.76878 -3.50873
C 3.79786 -1.86202 2.83242
C -2.81626 2.53957 -0.72543
C -0.36132 -0.21599 -5.25571
C -5.10802 2.06276 0.18958
C 4.12659 2.09996 -0.23141
C -3.17085 -2.08302 -0.18482
H 5.95747 2.62004 0.29842
H 1.50899 0.22558 4.51003
H 4.69768 3.26002 -1.89089
H -4.16642 3.33186 2.13535
H -1.31928 -0.31156 -5.77805
H -5.71449 1.94185 1.09714
H -5.51576 2.94592 -0.30972
H -0.49439 -3.53605 2.89897
H 0.51465 -3.06120 1.63215
H -2.91804 1.74485 -1.45424
H -2.16782 -1.62585 -0.22736
H 5.01086 0.20764 0.43188
H -3.70627 -1.69586 0.67558
H 0.69009 -0.45690 -2.21679
H 4.39662 -1.07860 2.34985
H -0.04766 0.81707 -5.39976
H -0.70184 -2.59993 -3.88957
H -3.09185 3.51181 -1.14615
H -2.23237 -1.74968 -4.06934
H -0.64912 2.24056 2.58471
H -3.64331 -1.77606 -1.12315
H 0.94708 -4.38539 2.49411
H 3.74884 1.81427 -2.27662
H 0.37512 -2.25767 -0.64360
H -3.58572 -3.79832 0.57379
H -1.10994 0.34538 -3.29574
H 5.43674 1.61166 -1.84859
H -0.41270 -4.43434 1.47613
H -1.53206 -1.84994 -2.44767
H -0.26580 -3.47393 -1.34865
H 3.18118 2.62454 -0.09314
H 4.48328 -2.68665 2.99845
H -1.00233 3.42692 3.68410
H -5.22605 1.18436 -0.44052
H -1.90733 3.42530 2.26109
H 0.95128 -0.81124 3.51098
H -1.76391 2.63573 -0.43969
H 2.16427 -1.73463 1.61770
H 3.51671 0.61843 1.21072
H 0.37077 -0.90585 -5.65460
H 3.40633 0.02485 -0.39579
H 3.36333 -1.43256 3.73839
H -0.20514 3.80534 2.19684
H -3.25105 1.30839 0.94194
*
```

Results
- LUMO level: -2.89 eV
- E_HOMO: -11.847 eV

Entry 6:
Entry from OMol25: a structure of composition C30H37BrF3InN6O2P2Sb (wB97M-V/def2-TZVPD).

Geometry as ORCA input:
```
! RIJCOSX wB97M-V def2-TZVPD def2/J DEFGRID3
* xyz 3 1
Sb 17.38606 11.90436 9.07573
In 12.16537 10.70108 9.50240
Br 7.17826 6.20037 7.50158
P 12.24570 13.33696 9.56549
P 16.27922 14.40136 8.35786
F 23.68322 12.54913 7.87108
F 16.79233 11.24248 15.19446
F 17.20126 6.21432 6.37476
O 13.55353 9.84217 8.08218
O 14.11850 7.69152 8.33043
N 13.38747 8.99193 10.09031
N 12.22842 9.41730 12.39483
N 14.24114 6.89807 10.85122
N 10.41201 9.20674 8.89188
N 12.88181 8.14976 12.24874
N 13.75292 8.76660 8.75273
C 19.56881 12.26692 8.59013
C 21.60400 11.67196 7.34150
C 8.59280 7.79016 9.49257
C 8.53405 7.34213 8.13860
C 18.00179 10.62799 13.27158
C 16.59869 8.54897 6.19070
C 17.04537 9.97144 8.09989
C 20.21532 11.54293 7.59000
C 10.57854 13.75045 8.97656
C 22.34779 12.44722 8.20494
C 21.76295 13.26556 9.20660
C 15.91124 14.87344 6.63020
C 12.24914 14.23424 11.14429
C 14.72684 14.53372 9.24757
C 13.50011 13.99796 8.44101
C 17.03727 12.91422 11.97403
C 13.46198 7.99854 10.98658
C 17.35842 15.77263 8.81902
C 16.72156 12.72560 13.33309
C 10.32590 8.80046 7.62703
C 20.37353 13.11728 9.36182
C 17.54756 8.85762 8.82908
C 18.13080 10.79444 11.87211
C 9.50369 8.74703 9.83777
C 17.49611 7.60800 8.28089
C 17.09787 7.46569 6.92597
C 17.15997 11.48987 13.93131
C 9.42463 7.82041 7.20304
C 16.52373 9.81512 6.81814
C 17.56383 11.83954 11.20614
H 13.19080 14.81836 7.71070
H 16.35989 8.37321 5.13282
H 9.67264 9.03708 10.82627
H 22.37552 13.94575 9.79790
H 19.64905 10.88561 6.95939
H 14.81244 13.89976 10.17236
H 18.01747 8.94584 9.79336
H 14.06966 6.10226 11.43130
H 12.63354 7.33699 12.84208
H 13.85097 13.14326 7.86084
H 15.45193 15.85826 6.56409
H 11.01030 9.34352 6.94066
H 18.32484 15.58052 8.35992
H 16.94068 13.88994 11.51639
H 18.64461 9.89666 13.79392
H 10.26683 14.81809 9.02671
H 12.91037 9.96224 12.94062
H 9.88623 13.15217 9.58170
H 17.47443 15.74311 9.90175
H 13.09111 13.94675 11.77868
H 18.79868 10.11678 11.29437
H 11.40042 9.38444 12.98666
H 17.00622 16.73357 8.38330
H 17.91212 6.71536 8.81163
H 19.83109 13.64532 10.14806
H 10.54085 13.47610 7.89939
H 11.34619 13.97734 11.76737
H 16.89779 14.93935 6.12568
H 16.20432 13.48050 13.91966
H 9.43685 7.37065 6.22263
H 16.20278 10.68240 6.20303
H 15.27924 14.10500 6.12613
H 22.10386 11.07923 6.52891
H 14.58314 15.56569 9.63798
H 12.31701 15.35629 11.05359
H 7.99136 7.24980 10.27918
H 14.57729 6.67350 9.89563
*
```

Results
- LUMO level (spin up / spin down): -9.14 / -9.28 eV
- E_HOMO (spin up / spin down): -14.132 / -14.294 eV

Number 1: energy -50078.625 eV, largest force on an atom 1.87 eV/Å. Number 2: energy -9399.526 eV, largest force on an atom 1.12 eV/Å. Number 3: energy -213657.618 eV, largest force on an atom 0.85 eV/Å. Number 4: energy -47634.143 eV, largest force on an atom 3.47 eV/Å. Number 5: energy -37056.516 eV, largest force on an atom 1.69 eV/Å. Number 6: energy -153197.310 eV, largest force on an atom 3.44 eV/Å.